[1]
{"formula": "C30H54Br12O15", "method": "the ωB97M-V functional and the def2-TZVPD basis", "smiles": "C[C@H]1COC(=O)O1.C[C@H]1COC(=O)O1.C[C@H]1COC(=O)O1.COC(=O)OC.COC(=O)OC.BrCCBr.BrCCBr.BrCCBr.BrCCBr.BrCCBr.BrCCBr", "e_lumo_ev": -0.18, "spin_multiplicity": 1, "total_energy_ev": -903208.5625, "symbols": ["C", "C", "C", "O", "C", "O", "O", "H", "H", "H", "H", "H", "H", "C", "C", "C", "O", "C", "O", "O", "H", "H", "H", "H", "H", "H", "C", "C", "C", "O", "C", "O", "O", "H", "H", "H", "H", "H", "H", "C", "O", "C", "O", "O", "C", "H", "H", "H", "H", "H", "H", "C", "O", "C", "O", "O", "C", "H", "H", "H", "H", "H", "H", "Br", "C", "C", "Br", "H", "H", "H", "H", "Br", "C", "C", "Br", "H", "H", "H", "H", "Br", "C", "C", "Br", "H", "H", "H", "H", "Br", "C", "C", "Br", "H", "H", "H", "H", "Br", "C", "C", "Br", "H", "H", "H", "H", "Br", "C", "C", "Br", "H", "H", "H", "H"], "positions_angstrom": [[36.503, -1.628, -7.787], [35.623, -2.837, -7.672], [35.863, -3.725, -6.428], [34.568, -3.948, -5.861], [33.647, -3.324, -6.622], [32.493, -3.363, -6.342], [34.235, -2.472, -7.485], [37.567, -1.860, -7.831], [36.246, -0.869, -7.051], [36.339, -1.171, -8.769], [35.656, -3.536, -8.507], [36.591, -3.289, -5.749], [36.242, -4.673, -6.805], [33.149, -0.339, -5.469], [31.733, -0.451, -5.976], [30.772, -1.304, -5.194], [29.817, -0.375, -4.658], [30.008, 0.816, -5.195], [29.174, 1.676, -5.175], [31.167, 0.897, -5.896], [33.916, 0.073, -6.127], [33.546, -1.277, -5.078], [33.163, 0.399, -4.660], [31.719, -0.660, -7.047], [31.212, -1.914, -4.405], [30.240, -2.031, -5.809], [33.034, -7.673, -7.730], [31.874, -7.578, -6.711], [31.055, -6.323, -6.893], [29.793, -6.843, -7.289], [29.770, -8.189, -7.184], [28.810, -8.887, -7.315], [30.990, -8.683, -6.862], [33.839, -8.308, -7.358], [33.499, -6.730, -8.018], [32.604, -8.126, -8.627], [32.338, -7.606, -5.724], [31.500, -5.574, -7.543], [30.968, -5.837, -5.913], [32.106, 2.048, 2.562], [32.893, 2.069, 1.362], [33.356, 3.228, 0.928], [33.354, 4.250, 1.586], [33.960, 3.049, -0.234], [34.619, 4.166, -0.820], [31.338, 1.281, 2.611], [31.550, 2.984, 2.619], [32.820, 1.990, 3.377], [34.367, 5.138, -0.399], [34.463, 4.214, -1.893], [35.675, 4.048, -0.561], [32.400, -0.260, -0.923], [32.637, -1.091, -2.055], [32.860, -2.381, -1.873], [33.140, -2.894, -0.804], [32.539, -3.041, -2.973], [32.783, -4.473, -3.032], [31.499, 0.314, -1.155], [33.178, 0.501, -0.867], [32.255, -0.660, 0.076], [32.033, -4.886, -2.363], [33.779, -4.822, -2.782], [32.592, -4.633, -4.091], [36.448, -4.114, -2.650], [37.540, -3.189, -1.349], [36.937, -3.341, 0.055], [37.651, -1.950, 1.188], [37.656, -2.137, -1.589], [38.527, -3.644, -1.283], [37.207, -4.334, 0.401], [35.863, -3.188, -0.019], [27.378, -9.574, -2.347], [28.167, -8.115, -3.361], [29.591, -7.754, -2.899], [30.712, -9.226, -3.588], [27.449, -7.302, -3.291], [28.233, -8.458, -4.390], [29.696, -7.759, -1.819], [29.975, -6.816, -3.288], [30.910, 5.533, -1.287], [30.029, 3.918, -0.562], [30.111, 2.895, -1.673], [28.798, 1.462, -1.319], [29.028, 4.180, -0.244], [30.567, 3.493, 0.284], [31.082, 2.411, -1.728], [29.835, 3.246, -2.662], [38.818, -7.064, -4.692], [37.189, -7.669, -3.859], [35.955, -7.187, -4.656], [34.170, -7.550, -3.947], [37.004, -7.301, -2.850], [37.120, -8.757, -3.829], [36.117, -7.419, -5.708], [36.126, -6.108, -4.578], [29.517, -4.747, 3.359], [29.928, -5.482, 1.609], [31.412, -5.669, 1.366], [31.679, -6.594, -0.374], [29.507, -4.821, 0.849], [29.386, -6.410, 1.433], [31.795, -6.296, 2.169], [31.959, -4.731, 1.356], [28.940, -4.264, -2.370], [29.431, -2.521, -1.520], [28.414, -1.974, -0.515], [29.247, -1.519, 1.200], [29.596, -1.828, -2.342], [30.385, -2.585, -0.998], [27.663, -2.743, -0.319], [27.756, -1.222, -0.948]]}


[2]
{"formula": "C30H54Cl23FO4", "method": "the ωB97M-V functional and the def2-TZVPD basis", "smiles": "CCCCCC[C@]1([C@H](C)F)[C@@H](CC(=O)Cl)OC(=O)[C@@H]1CCCCOC.ClCCl.ClCCl.ClCCl.ClCCl.ClCCl.ClCCl.ClCCl.ClCCl.ClCCl.ClCCl.ClCCl", "e_lumo_ev": 0.01, "spin_multiplicity": 1, "total_energy_ev": -330909.5588, "symbols": ["C", "C", "C", "C", "C", "C", "C", "C", "C", "F", "C", "C", "C", "O", "Cl", "O", "C", "O", "C", "C", "C", "C", "C", "O", "C", "H", "H", "H", "H", "H", "H", "H", "H", "H", "H", "H", "H", "H", "H", "H", "H", "H", "H", "H", "H", "H", "H", "H", "H", "H", "H", "H", "H", "H", "H", "H", "H", "Cl", "C", "Cl", "H", "H", "Cl", "C", "Cl", "H", "H", "Cl", "C", "Cl", "H", "H", "Cl", "C", "Cl", "H", "H", "Cl", "C", "Cl", "H", "H", "Cl", "C", "Cl", "H", "H", "Cl", "C", "Cl", "H", "H", "Cl", "C", "Cl", "H", "H", "Cl", "C", "Cl", "H", "H", "Cl", "C", "Cl", "H", "H", "Cl", "C", "Cl", "H", "H"], "positions_angstrom": [[1.820, 3.365, -0.250], [0.626, 4.304, -0.114], [-0.262, 3.982, 1.101], [-1.463, 3.081, 0.793], [-1.189, 1.580, 0.966], [-1.117, 0.863, -0.374], [-1.330, -0.663, -0.414], [-0.990, -1.113, -1.840], [-1.078, -2.597, -2.113], [0.315, -0.702, -2.149], [-2.827, -0.877, -0.042], [-3.847, -1.465, -1.020], [-4.030, -0.625, -2.246], [-4.254, 0.606, -2.258], [-3.931, -1.544, -3.773], [-2.862, -1.790, 1.064], [-1.638, -1.839, 1.660], [-1.511, -2.191, 2.865], [-0.575, -1.495, 0.645], [0.659, -0.960, 1.398], [1.767, -0.351, 0.563], [3.040, -0.173, 1.378], [4.143, 0.371, 0.503], [5.404, 0.166, 1.137], [6.459, 0.321, 0.200], [2.619, 3.821, -0.808], [1.564, 2.452, -0.781], [2.184, 3.072, 0.731], [0.001, 4.263, -1.001], [1.004, 5.315, -0.008], [0.380, 3.501, 1.836], [-0.608, 4.914, 1.537], [-1.793, 3.282, -0.221], [-2.271, 3.365, 1.458], [-0.222, 1.499, 1.451], [-1.911, 1.130, 1.646], [-0.187, 1.136, -0.853], [-1.910, 1.270, -1.000], [-1.628, -0.566, -2.531], [-0.152, -3.062, -1.787], [-1.147, -2.777, -3.178], [-1.863, -3.078, -1.567], [-3.300, 0.019, 0.345], [-4.805, -1.411, -0.506], [-3.688, -2.507, -1.245], [-0.290, -2.486, 0.299], [0.344, -0.281, 2.181], [1.082, -1.814, 1.921], [1.992, -0.994, -0.280], [1.473, 0.633, 0.220], [2.866, 0.491, 2.222], [3.380, -1.127, 1.775], [4.022, 1.438, 0.319], [4.111, -0.177, -0.425], [6.856, -0.651, -0.077], [7.258, 0.936, 0.588], [6.110, 0.805, -0.708], [1.582, 4.175, -4.299], [2.914, 3.030, -4.123], [4.218, 3.661, -3.108], [2.530, 2.130, -3.658], [3.316, 2.814, -5.104], [-2.244, -5.682, -1.421], [-0.781, -6.580, -0.998], [0.431, -5.577, -0.190], [-1.052, -7.402, -0.349], [-0.339, -6.944, -1.917], [-6.586, -3.523, 1.272], [-5.242, -3.497, 2.428], [-5.327, -4.854, 3.561], [-4.316, -3.557, 1.875], [-5.280, -2.575, 2.990], [6.609, -1.900, -3.093], [5.542, -3.201, -2.552], [4.682, -2.796, -1.062], [4.809, -3.385, -3.324], [6.141, -4.084, -2.370], [0.337, 8.352, 0.889], [1.810, 8.228, 1.860], [1.765, 6.850, 2.966], [2.653, 8.109, 1.192], [1.906, 9.132, 2.445], [-0.676, 5.317, 4.629], [-1.549, 3.812, 4.319], [-3.213, 4.095, 3.802], [-1.038, 3.284, 3.523], [-1.562, 3.222, 5.225], [-10.757, -6.030, 3.233], [-9.317, -5.067, 3.594], [-9.722, -3.574, 4.449], [-8.656, -5.655, 4.217], [-8.829, -4.811, 2.663], [-0.150, 2.884, -6.918], [-0.882, 4.030, -8.047], [0.331, 4.937, -8.957], [-1.496, 3.481, -8.748], [-1.478, 4.732, -7.479], [-4.622, 0.263, 3.531], [-4.062, 0.036, 5.198], [-3.801, 1.577, 6.021], [-4.817, -0.521, 5.738], [-3.127, -0.510, 5.170], [2.857, -5.832, -6.650], [1.891, -6.845, -5.574], [1.594, -6.085, -4.000], [0.935, -7.028, -6.047], [2.422, -7.774, -5.407], [7.829, -0.307, 4.972], [7.225, 0.910, 3.836], [8.528, 1.924, 3.210], [6.749, 0.406, 3.004], [6.513, 1.539, 4.354]]}